26
Properties=species:S:1:pos:R:3:forces:R:3 method="wB97M-V/def2-TZVPD" e_lumo_ha=-0.0904 homo_lumo_gap_ev=6.168 multiplicity=1 energy_ev=-63659.0524 largest_force_ev_per_a=2.54
Sr 0.241 2.595 -1.934 -0.7 -0.3 0.0
Sr 2.684 -0.575 0.687 -1.0 0.4 -0.4
Sr -1.479 -2.271 2.236 -0.9 1.7 0.2
Li 0.747 -2.093 -2.809 -0.3 0.7 0.7
N -3.112 2.225 -3.224 -0.9 0.3 -1.0
O -3.179 2.643 -4.388 0.4 -0.1 0.4
O -3.940 1.447 -2.776 0.4 -0.1 0.3
O -2.169 2.664 -2.471 1.1 0.0 0.3
N -3.167 0.206 3.183 -0.3 0.6 1.2
O -3.219 -0.132 1.978 0.6 -0.7 0.0
O -3.383 1.333 3.572 -0.1 0.1 -0.6
O -2.880 -0.682 4.064 0.9 -1.2 -0.8
N 2.375 -3.444 2.960 0.1 -1.3 0.7
O 2.276 -4.607 2.568 -0.1 0.5 -0.4
O 2.672 -3.173 4.110 0.1 0.5 -0.1
O 2.098 -2.488 2.137 0.0 0.8 -0.8
S 3.289 1.907 -1.788 2.0 0.9 -1.0
O 3.867 2.608 -0.640 -0.6 -0.8 0.6
O 4.283 1.146 -2.527 -0.4 -0.6 0.4
O 2.147 0.997 -1.348 -0.5 -1.3 1.6
O 2.583 2.855 -2.672 -1.0 0.9 -0.4
S -0.556 -0.601 -0.224 -2.5 0.2 0.5
O 0.418 -1.110 -1.228 0.6 -0.9 -0.9
O -0.959 0.763 -0.507 1.1 0.0 -0.3
O -1.744 -1.464 -0.068 0.4 -0.8 -0.8
O 0.107 -0.749 1.110 1.7 0.6 0.6